(1)
Here is 15 unconnected molecules or ions with the total composition C41H70BBr28N2O3 in a non-equilibrium geometry from the OMol25 dataset. Energies are from ωB97M-V with the def2-TZVPD basis set.

Properties
* charge: +1
* spin multiplicity: 1

Positions of all 145 atoms, in Å:
O  1.8496  0.3789  3.0509
C  1.4004  0.9986  2.1160
C  0.6263  0.1683  1.0144
C  -0.8041  0.7209  0.8518
C  -1.1614  1.5467  -0.2533
C  -2.5080  1.9925  -0.2140
N  -3.4606  1.7532  0.6455
N  -3.1144  0.9837  1.6479
C  -4.1201  0.6449  2.6817
B  -5.6116  0.8777  2.1018
O  -6.0483  0.3016  0.9209
O  -6.4630  1.7002  2.7968
C  -1.8790  0.5271  1.7438
C  1.6115  2.4939  2.0236
C  0.6009  3.4185  1.8035
C  0.8310  4.7823  1.7394
C  2.1035  5.2846  1.9253
C  3.1333  4.3715  2.1721
C  2.9091  3.0052  2.2141
H  0.5840  -0.8861  1.3158
H  1.1152  0.2892  0.0347
H  -0.4481  1.8052  -1.0359
H  -2.7881  2.6713  -1.0276
H  -3.9344  1.2780  3.5613
H  -3.9985  -0.4064  2.9854
H  -5.9267  0.9423  0.1998
H  -7.0533  2.0958  2.1291
H  -1.6810  -0.0745  2.6399
H  -0.4292  3.0926  1.6737
H  -0.0217  5.4367  1.5409
H  2.2667  6.3618  1.9075
H  4.1421  4.8115  2.3537
H  3.7675  2.3577  2.4041
Br  -12.1407  -1.0841  2.5867
C  -10.2009  -1.0396  2.4365
C  -9.6605  0.3498  2.6467
Br  -9.9288  1.4735  1.0787
H  -9.9496  -1.4514  1.4608
H  -9.8403  -1.7092  3.2159
H  -8.5821  0.3207  2.7905
H  -10.1216  0.8635  3.4852
Br  -6.4456  -1.2194  -1.9792
C  -4.8492  -2.1492  -2.5809
C  -3.8003  -2.2362  -1.4981
Br  -2.8623  -0.5400  -1.2546
H  -4.5011  -1.6315  -3.4704
H  -5.1925  -3.1451  -2.8561
H  -3.0285  -2.9529  -1.7813
H  -4.2004  -2.5016  -0.5213
Br  5.3997  3.9773  0.8107
C  7.3061  4.3939  0.6892
C  7.5448  5.8681  0.8778
Br  7.0822  6.8758  -0.7221
H  7.6578  4.0213  -0.2693
H  7.7735  3.8225  1.4882
H  8.6023  6.0691  1.0433
H  6.9686  6.2916  1.6955
Br  8.1880  1.1367  0.6362
C  7.5281  -0.1603  1.9265
C  6.3313  0.3755  2.6652
Br  6.8478  1.6738  4.0213
H  8.3598  -0.4111  2.5781
H  7.2537  -1.0359  1.3402
H  5.8291  -0.4220  3.2103
H  5.6185  0.8697  2.0105
Br  -8.3739  -3.3949  1.2251
C  -6.8971  -4.4474  0.5343
C  -5.8418  -4.6479  1.5870
Br  -4.8044  -3.0135  1.8138
H  -6.5297  -3.9316  -0.3499
H  -7.3316  -5.4010  0.2384
H  -5.1276  -5.4108  1.2821
H  -6.2464  -4.9070  2.5608
Br  1.3824  0.7478  9.2318
C  1.6431  -0.1569  7.5291
C  0.7510  0.4146  6.4605
Br  -1.0797  -0.2085  6.6525
H  1.4741  -1.2154  7.7039
H  2.6896  0.0051  7.2773
H  1.0548  0.0691  5.4739
H  0.7207  1.5003  6.4645
Br  1.3419  0.7203  -3.2863
C  1.2064  -1.0426  -4.1112
C  0.0102  -1.7830  -3.6013
Br  0.3035  -2.4939  -1.8080
H  2.1453  -1.5560  -3.9192
H  1.1147  -0.8530  -5.1770
H  -0.1947  -2.6552  -4.2196
H  -0.8802  -1.1607  -3.5483
Br  3.2115  -0.9397  -7.2722
C  3.0077  -2.6364  -8.1964
C  1.7629  -3.3574  -7.7520
Br  1.9982  -4.1848  -6.0017
H  3.9190  -3.2025  -8.0198
H  2.9470  -2.3778  -9.2537
H  1.5357  -4.1804  -8.4272
H  0.8978  -2.7046  -7.6777
Br  8.9929  9.1138  2.3229
C  10.8297  8.7629  2.8625
C  11.7406  8.6594  1.6688
Br  11.5346  6.9466  0.7640
H  10.8155  7.8609  3.4671
H  11.1104  9.6095  3.4865
H  12.7832  8.6940  1.9792
H  11.5604  9.4321  0.9275
Br  4.7278  -0.4501  -1.1410
C  6.0858  -0.2232  -2.5176
C  5.5112  -0.2989  -3.9080
Br  5.1217  -2.1281  -4.4422
H  6.8439  -0.9753  -2.3285
H  6.5046  0.7664  -2.3384
H  6.2395  0.0559  -4.6324
H  4.5875  0.2623  -4.0240
Br  -10.4143  -4.4652  4.0144
C  -10.6022  -6.3801  4.3184
C  -9.3745  -7.1286  3.8747
Br  -9.3064  -7.3083  1.9356
H  -11.5052  -6.6944  3.8043
H  -10.7458  -6.4855  5.3911
H  -9.3917  -8.1487  4.2542
H  -8.4501  -6.6468  4.1794
Br  6.9564  -1.3515  -8.3649
C  7.1461  -2.0879  -10.1587
C  6.3632  -1.2910  -11.1681
Br  4.4598  -1.6861  -11.0604
H  6.8395  -3.1284  -10.1060
H  8.2114  -2.0375  -10.3763
H  6.6544  -1.5646  -12.1805
H  6.4703  -0.2178  -11.0418
Br  6.8736  4.2318  -4.1144
C  7.2700  3.3865  -5.8243
C  6.4351  3.9694  -6.9330
Br  4.6069  3.2995  -6.8728
H  7.1172  2.3206  -5.6942
H  8.3272  3.5791  -5.9983
H  6.8199  3.6612  -7.9036
H  6.3764  5.0531  -6.8970
Br  -13.4315  -6.6037  9.4537
C  -13.2314  -5.8183  7.6852
C  -14.0103  -6.5855  6.6497
Br  -13.1106  -8.2438  6.1606
H  -12.1662  -5.7800  7.4755
H  -13.6167  -4.8046  7.7779
H  -14.0793  -6.0156  5.7243
H  -15.0088  -6.8553  6.9799

Atomic forces in eV per Å
0.042 0.110 -0.174
-0.147 -0.438 0.056
-1.081 1.223 0.375
-0.443 1.348 -1.719
-0.390 -1.100 2.586
1.091 1.811 -2.092
-0.171 0.215 0.557
0.746 -0.296 -0.102
-0.646 -0.011 0.296
-0.627 0.336 0.001
0.790 0.667 0.111
0.870 0.164 -0.619
1.719 -1.547 1.414
0.622 0.009 -0.224
-0.908 -0.409 -0.339
-0.393 0.322 -0.122
-0.161 -0.376 0.100
0.032 1.533 0.971
-0.022 -0.240 0.238
0.232 0.359 -0.012
-0.028 -0.173 0.339
-0.394 0.021 0.093
-0.234 -0.316 0.332
0.008 -0.141 -0.304
0.200 0.331 -0.224
-0.205 -0.574 -0.143
-0.464 -0.331 0.563
-0.239 0.185 -0.302
0.281 0.045 0.125
0.339 -0.117 0.135
0.157 -0.332 -0.013
-1.653 -0.690 0.350
-0.438 0.001 0.009
0.041 0.009 -0.080
-0.336 -0.007 0.136
0.233 -0.031 -0.114
0.053 0.057 0.052
-0.101 0.262 0.122
0.069 0.085 0.004
-0.049 -0.088 0.014
-0.046 -0.062 -0.032
0.009 0.014 -0.034
-0.134 -0.009 0.113
0.138 -0.119 -0.399
-0.636 -1.254 -0.626
0.050 -0.044 0.036
0.100 -0.009 0.017
0.026 0.061 0.004
0.016 0.122 -0.295
1.983 -0.329 -1.307
-0.061 -0.066 0.019
0.149 0.078 -0.221
-0.066 0.008 0.054
0.029 0.113 0.012
-0.051 0.055 0.027
-0.020 -0.042 0.002
0.012 -0.057 -0.012
0.142 -0.185 -0.018
-0.082 -0.055 -0.274
-0.025 -0.063 0.290
-0.059 0.076 -0.105
-0.059 0.063 0.041
-0.067 0.043 0.023
0.046 -0.018 -0.041
0.085 -0.016 -0.087
0.371 -0.117 -0.282
-0.364 -0.071 0.014
0.168 -0.129 -0.184
0.018 0.001 0.448
0.053 0.011 0.067
0.048 -0.026 0.100
0.005 0.053 -0.022
-0.062 0.076 -0.047
-0.041 -0.086 -0.018
0.159 0.212 0.183
0.021 -0.179 -0.295
-0.187 0.059 -0.016
-0.047 0.035 -0.064
-0.048 0.012 -0.073
0.126 0.009 0.063
0.032 -0.035 0.092
0.103 0.062 0.063
0.047 0.137 -0.016
-0.206 -0.288 0.090
-0.006 0.034 0.001
-0.025 0.007 -0.005
-0.006 -0.002 -0.021
0.116 0.013 -0.023
0.052 0.016 0.024
-0.088 0.136 -0.147
-0.219 0.199 -0.001
0.081 -0.251 0.031
-0.082 0.082 0.051
-0.048 -0.015 0.006
-0.133 -0.133 0.351
0.045 0.025 -0.001
0.071 0.031 -0.032
-0.014 -0.099 0.014
-0.148 0.247 0.033
0.174 -0.220 0.014
-0.042 0.061 -0.046
0.053 -0.003 -0.069
0.044 -0.013 -0.051
-0.041 0.000 0.041
-0.062 -0.013 0.055
-0.037 -0.100 0.038
-0.032 0.322 0.064
0.009 -0.186 -0.103
0.020 -0.094 0.222
-0.002 -0.038 -0.061
-0.022 -0.016 -0.016
0.057 0.056 0.009
0.045 0.054 0.082
-0.181 -0.064 0.089
0.122 0.241 0.146
-0.066 -0.235 -0.123
0.086 0.075 0.019
0.068 -0.043 -0.011
0.044 -0.080 -0.035
-0.054 0.036 0.016
-0.074 0.040 0.032
-0.083 -0.116 -0.019
0.226 0.192 0.162
-0.092 -0.160 -0.182
0.251 0.207 -0.324
-0.041 0.049 -0.052
-0.040 0.019 -0.057
0.020 -0.032 0.044
0.013 -0.047 0.073
-0.035 -0.123 0.039
0.176 0.274 0.175
-0.137 -0.223 -0.179
0.019 0.043 0.037
-0.058 -0.019 -0.077
-0.039 0.014 -0.055
0.030 -0.017 0.053
0.033 -0.037 0.074
0.091 -0.013 -0.053
-0.185 0.058 0.266
0.167 0.008 -0.275
-0.109 -0.063 0.085
-0.045 -0.023 -0.054
-0.014 -0.028 -0.072
0.017 0.031 0.047
0.056 0.017 0.062

Results of the Mulliken charge analysis, in e, for atoms 1 through 2:
1. O -0.55
2. C 0.10

---

(2)
Here is a single HNP2 molecule in a non-equilibrium geometry from the OMol25 dataset. Energies are from ωB97M-V with the def2-TZVPD basis set.

Properties
* SMILES: N1=P#[PH]1
* charge: 0
* spin multiplicity: 1

Positions of all 4 atoms, in Å:
N  0.3354  0.9940  0.2410
P  0.8284  0.4581  -1.1467
P  -0.8672  -0.1596  -0.0245
H  -0.2967  -1.2925  0.9302

Atomic forces in eV per Å
1.289 2.173 1.016
0.546 -0.435 -0.792
-1.145 -3.020 1.194
-0.690 1.283 -1.418

Results of the Mulliken charge analysis, in e, for atoms 1 through 2:
1. N -0.27
2. P 0.21

---

For each record above, in turn, the calculated highest occupied orbital energy values are -11.169; -8.899 eV.
For each record above, in turn, the calculated energy relative to the best compared isomer or geometry (same formula, charge and spin) values are 0.0; 4.0 kcal/mol.